[1]
ORCA calculation (the ωB97M-V functional and the def2-TZVPD basis) on C20H27NO in the gas phase.

Its relative energy (zero: lowest compared OMol25 entry of this formula, charge and spin) is 0.583 eV. The value obtained for the HOMO-LUMO gap is 0.3338 Ha. Its SMILES is COc1ccc(CC[C@H](C)NC[C@H](C)c2ccccc2)cc1. The largest force on an atom is 0.0083 Eh/bohr. The value obtained for the HOMO energy is -8.250 eV.

XYZ file:
```
49
C20H27NO, DFT the ωB97M-V functional and the def2-TZVPD basis
C 1.57259 6.65887 -1.36120
O 0.44105 5.87682 -1.65004
C 0.03837 4.95076 -0.73199
C 0.66335 4.70716 0.48501
C 0.15957 3.73803 1.33592
C -0.96365 2.99384 1.00746
C -1.46801 1.92533 1.93511
C -0.58590 0.67105 1.88713
C -0.56789 -0.01211 0.50683
C -1.91404 -0.65409 0.16679
N 0.49959 -0.99147 0.36296
C 0.52292 -2.09331 1.30423
C 1.26407 -3.32256 0.73783
C 2.68398 -2.97564 0.28752
C 0.47789 -3.96018 -0.37949
C -0.00615 -5.25503 -0.24406
C -0.73497 -5.85171 -1.25822
C -0.99533 -5.15635 -2.42563
C -0.52170 -3.86317 -2.56908
C 0.21232 -3.27111 -1.55721
C -1.58256 3.24874 -0.21151
C -1.09387 4.21003 -1.07025
H 1.42455 7.26553 -0.46148
H 1.70404 7.31636 -2.21928
H 2.46916 6.04179 -1.23935
H 1.53802 5.26371 0.78395
H 0.65493 3.56489 2.28118
H -1.46766 2.30603 2.95996
H -2.49319 1.66005 1.67573
H -0.93626 -0.04030 2.63865
H 0.43886 0.95470 2.14545
H -0.35648 0.75537 -0.24870
H -1.78597 -1.33656 -0.66916
H -2.31589 -1.21025 1.01056
H -2.63585 0.10731 -0.11318
H 1.39688 -0.51908 0.37110
H -0.50567 -2.39236 1.51141
H 0.99499 -1.82051 2.26390
H 1.33604 -4.04620 1.55882
H 2.66430 -2.29232 -0.55604
H 3.20759 -3.87943 -0.01689
H 3.23778 -2.51392 1.10317
H 0.18968 -5.80612 0.66596
H -1.10081 -6.86122 -1.13563
H -1.56490 -5.61922 -3.21852
H -0.72471 -3.31277 -3.47693
H 0.56531 -2.25815 -1.66553
H -2.46317 2.68895 -0.49164
H -1.57321 4.40979 -2.01562
```

[2]
ORCA calculation (the ωB97M-V functional and the def2-TZVPD basis) on C20H27O2 in the gas phase at a distorted geometry.

Its spin multiplicity is 2. Its relative energy (zero: lowest compared OMol25 entry of this formula, charge and spin) is 2.428 eV. The value obtained for the HOMO-LUMO gap (alpha / beta) is 0.2565 / 0.2754 Ha. The largest force on an atom is 0.1221 Eh/bohr. The value obtained for the HOMO energy (alpha / beta) is -6.270 / -7.649 eV.

XYZ file:
```
49
C20H27O2, DFT the ωB97M-V functional and the def2-TZVPD basis
C 1.12355 1.77991 -0.47313
C 1.57785 0.54545 0.11690
C 2.93128 0.29793 0.27380
C 3.52209 -0.64779 1.29000
C 2.58621 -1.85937 1.31788
C 1.18436 -1.41655 1.73420
C 0.60124 -0.41230 0.74815
O -0.48354 0.28565 1.43985
C -1.19004 0.94646 0.49267
C -0.38786 1.47783 -0.62632
C -1.11873 0.98367 -1.94106
C -2.46433 0.55327 -1.86783
C -3.27535 0.53062 -0.70759
C -2.57394 0.75919 0.49024
C -4.82070 0.20480 -0.72294
C -5.51716 0.56205 0.61122
C -5.18304 -1.25074 -1.09536
C -0.41068 0.83764 -3.19379
C 0.93984 0.78347 -3.39420
C 3.56799 0.00387 2.70420
C 4.95977 -1.15138 0.89997
O 5.77604 -0.03494 0.65964
H -0.52285 2.54035 -0.55837
H 1.42590 2.62366 0.20280
H 1.37478 2.14330 -1.43608
H 3.59568 0.91470 -0.32310
H 2.54950 -2.25055 0.28162
H 2.99054 -2.64487 1.97635
H 0.54761 -2.30369 1.67071
H 1.16539 -1.06670 2.78254
H 0.20708 -1.02366 -0.09447
H -2.97281 0.19885 -2.78082
H -3.06366 0.59721 1.45014
H -5.31269 0.81662 -1.50949
H -5.34262 1.61460 0.86809
H -6.60899 0.42652 0.56387
H -5.13718 -0.08646 1.41527
H -4.81739 -1.50157 -2.09628
H -4.78359 -1.95732 -0.35131
H -6.27477 -1.38390 -1.13131
H -1.03664 0.64221 -4.08342
H 1.36282 0.90802 -4.39046
H 1.60258 0.36823 -2.65275
H 3.97529 -0.67430 3.46743
H 4.17865 0.91503 2.68603
H 2.54637 0.28928 3.00962
H 5.40501 -1.73330 1.71621
H 4.90882 -1.81369 0.01477
H 6.69231 -0.33736 0.54592
```

[3]
ORCA calculation (the ωB97M-V functional and the def2-TZVPD basis) on a molecular structure, C20H28AlBrCl4FKN3O8 at a distorted geometry.

Its total charge is +1. The value obtained for the HOMO-LUMO gap is 0.0508 Ha. The largest force on an atom is 0.1006 Eh/bohr. The value obtained for the HOMO energy is -7.917 eV.

XYZ file:
```
67
C20H28AlBrCl4FKN3O8, DFT the ωB97M-V functional and the def2-TZVPD basis
C 0.24424 0.06885 1.17417
C 1.39660 0.95785 0.69837
O 1.80899 1.82294 1.73307
C 2.60001 0.11733 0.14552
C 2.68335 0.30734 -1.31977
C 2.26788 -0.68254 -2.23032
C 2.41157 -0.34190 -3.55762
N 2.83964 0.77125 -4.10107
N 3.22264 1.69355 -3.20613
C 3.16389 1.46524 -1.88875
H 0.61364 -0.87733 1.56358
H -0.30064 0.56412 1.97340
H -0.44087 -0.12694 0.35356
H 0.99973 1.61462 -0.07070
H 2.28319 1.32609 2.40644
H 2.40728 -0.91598 0.39677
H 3.48554 0.51588 0.62721
H 1.89736 -1.63836 -1.90110
H 2.12122 -1.06956 -4.31780
H 3.57619 2.56480 -3.56613
H 3.52316 2.25627 -1.24920
C -0.38962 3.20240 3.43399
O 0.63750 3.36771 4.08469
O -0.91475 2.08214 3.17876
O -1.07861 4.14269 2.93828
C -0.58466 -4.51948 -4.25931
C -0.52350 -3.01252 -4.20297
O -0.00588 -2.76148 -2.90412
C 0.68862 -3.87500 -2.51496
O 1.39453 -3.89376 -1.55965
O 0.47799 -4.88398 -3.36418
H -0.40650 -4.92488 -5.25105
H -1.53562 -4.91244 -3.87703
H 0.17727 -2.58496 -4.94241
H -1.49826 -2.54581 -4.32728
C -4.77518 3.75681 3.78859
Cl -4.32056 2.43728 2.73702
Cl -4.39785 5.27687 2.97513
Cl -6.54070 3.67851 4.14488
Cl -3.89342 3.65269 5.29329
C 0.78614 -10.25540 -0.48849
C 0.22780 -9.16875 -1.39496
C 1.32868 -8.22365 -1.84618
O -0.80895 -8.46101 -0.68861
H 1.22694 -9.81788 0.41130
H -0.00553 -10.93120 -0.16514
H 1.55290 -10.83623 -1.00237
H -0.25177 -9.61977 -2.26234
H 1.79028 -7.73188 -0.98436
H 0.92807 -7.44266 -2.48690
H 2.10237 -8.76520 -2.39260
H -0.39309 -8.05892 0.08555
K -7.46225 5.18825 2.61156
N -2.06439 8.46351 2.29447
C -1.55773 9.67664 2.47177
C -0.66385 9.97409 3.50260
C -0.29207 8.96385 4.37616
C -0.82561 7.69365 4.19842
C -1.70202 7.51211 3.13896
H -1.89462 10.43039 1.75793
H -0.27437 10.97650 3.61083
H 0.39831 9.16180 5.18665
H -0.57321 6.87403 4.85858
H -2.15251 6.55085 2.93547
F -3.76965 10.70048 1.25691
Al 0.91140 -0.08131 -5.68474
Br -1.87666 -6.84860 -2.33563
```

[4]
ORCA calculation (the ωB97M-V functional and the def2-TZVPD basis) on a molecular structure, C20H28B2NO40S6 at a distorted geometry.

Its total charge is -1. Its relative energy (zero: lowest compared OMol25 entry of this formula, charge and spin) is 0.000 eV. The value obtained for the HOMO-LUMO gap is 0.2934 Ha. The largest force on an atom is 0.0325 Eh/bohr. The value obtained for the HOMO energy is -7.040 eV.

XYZ file:
```
97
C20H28B2NO40S6, DFT the ωB97M-V functional and the def2-TZVPD basis
N 0.33508 -0.02558 -0.17966
H 1.23185 -0.51638 -0.11545
H -0.35011 -0.36912 0.50652
H -0.01371 -0.15172 -1.12635
H 0.59194 0.95169 -0.03576
O 0.12576 -3.50123 7.95535
C -0.42216 -3.47980 6.89242
O -0.64548 -2.42707 6.13032
B -1.41587 -2.83049 4.91655
O -1.47289 -4.29630 4.98971
C -0.98278 -4.71363 6.14862
O -0.90673 -5.84768 6.51261
O -2.74799 -2.17932 4.99741
C -2.92073 -1.38038 3.95024
O -3.91174 -0.80105 3.63142
C -1.59121 -1.38885 3.16236
O -0.82638 -2.34806 3.67671
O -1.28116 -0.63369 2.29317
O -1.04777 2.07267 1.16557
C -1.59450 3.13647 1.24647
O -1.12264 4.28402 0.79830
B -2.08432 5.37460 1.06362
O -3.14574 4.76844 1.84338
C -2.92220 3.46218 1.99813
O -3.59182 2.67993 2.59438
O -2.48035 5.92821 -0.25510
C -1.96140 7.13142 -0.40999
O -2.01689 7.79751 -1.40813
C -1.28521 7.51747 0.92704
O -1.45519 6.51364 1.77148
O -0.70132 8.54344 1.13162
C 5.71233 2.39933 -0.23594
C 5.98003 1.16173 0.61422
O 5.65206 0.06408 -0.26002
S 4.49686 0.46287 -1.26508
O 3.26424 0.16081 -0.63783
O 4.79250 0.03049 -2.57246
O 4.72122 2.04482 -1.18983
H 6.63607 2.68176 -0.75540
H 5.38571 3.28000 0.31167
H 5.28709 1.12653 1.45529
H 7.02179 1.01772 0.86745
C 2.86460 -2.18386 5.28779
C 2.36981 -3.50057 4.70944
O 2.40797 -3.32517 3.27843
S 2.63615 -1.79736 2.88568
O 1.58371 -1.30762 2.07961
O 3.99710 -1.61154 2.52537
O 2.34343 -1.23709 4.36012
H 3.95013 -2.12414 5.37023
H 2.38860 -2.00684 6.25049
H 1.32495 -3.70546 4.93873
H 2.93278 -4.37717 5.02652
C 1.40497 -5.25830 -1.73499
C 1.42644 -4.60672 -3.12922
O 2.50896 -3.65755 -3.12808
S 2.81108 -3.20060 -1.63911
O 1.82049 -2.24107 -1.28949
O 4.17973 -2.97242 -1.39769
O 2.40585 -4.58471 -0.95683
H 1.62087 -6.32038 -1.73071
H 0.45819 -5.03221 -1.24521
H 0.53363 -4.00216 -3.29333
H 1.56190 -5.30091 -3.95154
C -5.18269 -1.07767 -0.87787
C -4.84222 -2.19701 -1.89211
O -3.86535 -3.02539 -1.23322
S -3.30389 -2.29877 0.08001
O -2.28470 -1.40537 -0.33714
O -3.09743 -3.25090 1.09357
O -4.66019 -1.52662 0.36798
H -6.25229 -0.98427 -0.71304
H -4.74035 -0.12819 -1.17558
H -4.41463 -1.80681 -2.81377
H -5.66164 -2.87527 -2.12079
C -2.77475 -0.40470 -5.38960
C -1.65718 0.55590 -5.77648
O -1.38279 1.32634 -4.62269
S -1.52246 0.36052 -3.35757
O -1.99145 1.09830 -2.26488
O -0.38042 -0.46662 -3.20993
O -2.70994 -0.52153 -3.97536
H -2.59757 -1.36804 -5.87049
H -3.76299 -0.06358 -5.69744
H -1.83964 1.16880 -6.65817
H -0.75984 0.01028 -6.09491
C -0.66819 4.68493 -3.18117
C 0.26751 4.04954 -4.22260
O 1.26955 3.30107 -3.50293
S 1.30012 3.70538 -1.95128
O 2.18516 4.79489 -1.76851
O 1.40390 2.55036 -1.15219
O -0.19474 4.21964 -1.91326
H -1.67856 4.27879 -3.18295
H -0.68345 5.76818 -3.26493
H 0.78370 4.85493 -4.74501
H -0.16812 3.32523 -4.89689
```

- What is the largest force on an atom in the fourth record?
  0.0325 Eh/bohr

- Among the records above, which one has the lowest largest force on an atom?
  C20H27NO

- Which value of largest force on an atom does entry 4 give?
  0.0325 Eh/bohr